The following is a DFT calculation (ωB97M-V/def2-TZVPD) of a structure of composition C21H28AgGeN3SeTe at a distorted geometry.

Computed properties:
Kohn-Sham gap   6.492 eV
Total charge   0

Each line ends with the Mulliken charge.
Element x y z (Å)
Ag -0.716 -2.389 -1.318  0.16
N 1.645 -2.301 1.363  -0.12
C 2.211 -2.488 0.106  0.47
C 3.680 -2.709 0.017  -0.56
C 4.281 -2.980 -1.192  -0.28
C 3.452 -3.099 -2.356  -0.66
C 2.078 -2.847 -2.204  -0.06
N 1.438 -2.624 -0.984  -0.10
C 0.313 -2.299 1.749  0.80
C 0.047 -1.568 2.972  -0.53
C -1.236 -1.356 3.359  -0.43
C -2.299 -1.861 2.559  -0.61
C -1.934 -2.669 1.463  -0.07
N -0.674 -2.886 1.082  -0.75
H 2.248 -2.057 2.105  0.18
H 4.234 -2.444 0.939  0.26
H 5.342 -3.211 -1.228  0.40
H 3.812 -3.196 -3.382  0.35
H 1.498 -2.822 -3.127  0.35
H 0.898 -1.164 3.558  0.23
H -1.440 -0.865 4.298  0.43
H -3.329 -1.587 2.695  0.43
H -2.675 -3.148 0.878  0.56
Te -2.508 -1.399 -2.971  -0.06
C -4.338 -1.908 -2.022  0.10
C -5.302 -0.902 -1.855  -0.55
C -6.468 -1.258 -1.158  -0.36
C -6.643 -2.404 -0.427  -0.58
C -5.695 -3.440 -0.635  -0.18
C -4.653 -3.185 -1.525  -0.55
H -5.108 0.097 -2.245  0.36
H -7.268 -0.504 -1.129  0.29
H -7.511 -2.496 0.224  0.39
H -5.669 -4.406 -0.085  0.34
H -3.882 -3.926 -1.805  0.36
C 3.818 3.670 -0.328  -1.13
Ge 2.286 3.901 0.919  0.64
C 2.159 5.680 1.833  -1.18
C 2.408 2.449 2.302  -1.11
C 0.599 3.731 -0.070  -1.10
Se 0.572 2.410 -1.571  0.06
C 1.026 3.664 -2.982  -0.93
H 4.588 3.042 0.188  0.37
H 4.363 4.590 -0.671  0.31
H 3.428 3.106 -1.192  0.32
H 1.401 5.633 2.614  0.35
H 1.797 6.353 1.037  0.35
H 3.063 5.990 2.331  0.38
H 3.217 2.588 3.012  0.40
H 2.580 1.500 1.711  0.21
H 1.424 2.346 2.841  0.33
H 0.313 4.682 -0.474  0.43
H -0.207 3.436 0.627  0.41
H 1.697 4.378 -2.565  0.28
H 0.135 4.053 -3.454  0.31
H 1.505 3.097 -3.826  0.28

The following is a DFT calculation (ωB97M-V/def2-TZVPD) of a cluster of 11 separate species, C39H96N4O11 in total at a distorted geometry.

Computed properties:
Kohn-Sham gap   7.469 eV
SMILES   CC1(C)CCCC(C)(C)N1O.CC1(C)CCCC(C)(C)N1O.CC1(C)CCCC(C)(C)N1O.CC1(C)CCCC(C)(C)N1O.CC(C)O.O.O.O.O.O.O
Relative energy (zero: lowest compared OMol25 entry of this formula, charge and spin)   0.000 eV
Total charge   0

Each line ends with the Mulliken charge.
Element x y z (Å)
C 0.599 -3.709 -6.686  -2.13
C -0.389 -2.733 -6.052  2.15
C -0.187 -2.735 -4.514  -1.43
C -0.077 -1.310 -6.542  -1.38
C -1.212 -0.328 -6.302  0.39
C -2.454 -0.892 -6.943  -1.57
C -2.905 -2.268 -6.468  2.11
C -3.585 -2.103 -5.112  -1.95
C -3.890 -2.791 -7.500  -2.14
N -1.744 -3.161 -6.422  0.12
O -2.066 -4.411 -5.845  -0.56
H 1.593 -3.253 -6.771  0.35
H 0.701 -4.620 -6.095  0.36
H 0.308 -3.960 -7.705  0.48
H -0.738 -3.562 -4.060  0.33
H 0.850 -3.007 -4.290  0.48
H -0.446 -1.805 -4.013  -0.10
H 0.838 -1.059 -5.991  0.22
H 0.224 -1.267 -7.596  0.46
H -1.318 -0.114 -5.234  -0.47
H -0.996 0.636 -6.770  0.49
H -2.300 -0.931 -8.030  0.32
H -3.287 -0.189 -6.836  0.56
H -2.885 -1.832 -4.305  0.32
H -3.898 -3.063 -4.678  0.44
H -4.354 -1.339 -5.166  0.49
H -3.404 -2.882 -8.469  0.47
H -4.753 -2.123 -7.575  0.36
H -4.288 -3.763 -7.199  0.37
H -2.306 -4.222 -4.923  0.37
C 2.695 1.803 -0.610  -1.76
C 3.175 0.841 -1.680  1.94
C 2.396 1.058 -2.974  -1.64
C 4.671 1.044 -1.851  -1.36
C 5.326 -0.055 -2.641  -0.72
C 5.161 -1.407 -1.946  -1.18
C 3.708 -1.705 -1.532  1.81
C 2.986 -2.420 -2.683  -1.89
C 3.810 -2.668 -0.347  -2.19
N 3.015 -0.504 -1.084  0.24
O 1.647 -0.814 -0.818  0.69
H 3.012 1.527 0.390  0.44
H 2.837 2.850 -0.886  0.61
H 1.594 1.716 -0.531  -0.41
H 1.366 0.708 -2.860  0.05
H 2.377 2.124 -3.219  0.51
H 2.790 0.529 -3.843  0.33
H 4.824 1.985 -2.404  0.45
H 5.224 1.256 -0.931  0.38
H 4.909 -0.081 -3.650  0.32
H 6.391 0.162 -2.766  0.42
H 5.852 -1.535 -1.114  0.47
H 5.447 -2.139 -2.707  0.32
H 2.034 -2.824 -2.332  0.22
H 3.568 -3.267 -3.053  0.50
H 2.766 -1.782 -3.542  0.40
H 2.873 -3.031 0.083  0.23
H 4.372 -2.170 0.451  0.56
H 4.411 -3.549 -0.588  0.39
H 1.639 -0.849 0.144  -0.10
C -0.981 -1.139 3.940  -1.70
C -0.274 -2.431 3.518  2.12
C -1.278 -3.339 2.795  -1.96
C 0.857 -2.093 2.532  -0.84
C 2.153 -1.714 3.253  0.50
C 2.568 -2.823 4.188  -1.41
C 1.539 -3.039 5.303  1.71
C 1.845 -4.352 6.026  -2.19
C 1.580 -1.883 6.323  -1.70
N 0.246 -3.183 4.646  0.47
O -0.800 -3.445 5.575  -0.51
H -1.453 -0.666 3.073  0.35
H -1.751 -1.340 4.684  0.62
H -0.276 -0.402 4.338  0.04
H -1.451 -2.963 1.782  0.10
H -0.923 -4.369 2.768  0.50
H -2.261 -3.358 3.274  0.44
H 0.971 -2.865 1.766  0.18
H 0.489 -1.208 1.995  0.15
H 2.932 -1.532 2.508  0.12
H 1.951 -0.792 3.800  -0.59
H 3.500 -2.528 4.684  0.46
H 2.776 -3.747 3.643  0.35
H 1.690 -5.215 5.380  0.40
H 1.222 -4.405 6.921  0.48
H 2.883 -4.357 6.364  0.44
H 2.269 -2.084 7.143  0.48
H 0.595 -1.720 6.768  0.30
H 1.815 -0.936 5.835  0.26
H -0.899 -4.402 5.532  0.33
C -0.884 2.524 3.150  -1.65
C 0.095 3.509 3.781  2.41
C 1.505 2.882 3.716  -0.90
C 0.021 4.814 2.973  -1.17
C 0.573 6.032 3.688  -0.78
C -0.042 6.208 5.083  -1.16
C 0.043 4.912 5.907  1.51
C 1.465 4.796 6.500  -1.77
C -0.886 5.052 7.111  -2.07
N -0.395 3.776 5.119  0.42
O -0.325 2.575 5.885  -0.51
H -1.925 2.807 3.314  0.63
H -0.736 2.394 2.073  0.27
H -0.725 1.531 3.576  -0.49
H 2.162 3.202 4.522  0.31
H 1.536 1.789 3.734  -0.26
H 2.001 3.166 2.786  0.25
H 0.587 4.690 2.045  0.33
H -1.024 4.925 2.664  0.42
H 1.646 5.881 3.823  0.30
H 0.332 6.939 3.132  0.40
H -1.074 6.556 5.023  0.37
H 0.572 6.932 5.618  0.41
H 2.268 4.763 5.765  0.39
H 1.539 3.887 7.100  0.32
H 1.649 5.645 7.160  0.50
H -0.691 5.977 7.651  0.42
H -0.748 4.208 7.788  0.44
H -1.930 5.058 6.783  0.45
H -1.221 2.473 6.221  0.34
C -1.852 -1.014 -1.149  -0.94
C -2.674 0.208 -1.474  0.32
C -2.181 1.383 -0.633  -0.06
O -2.575 0.440 -2.880  0.28
H -2.155 -1.871 -1.757  0.23
H -1.864 -1.295 -0.093  0.24
H -0.812 -0.825 -1.431  -0.19
H -3.738 0.076 -1.225  0.42
H -2.487 1.237 0.408  -0.04
H -2.564 2.368 -0.908  0.67
H -1.088 1.485 -0.658  -0.68
H -2.220 1.324 -3.074  -0.06
O 0.274 4.094 -1.794  -0.70
H -0.267 4.707 -1.283  0.29
H 0.185 3.248 -1.336  0.36
O -5.537 0.916 -3.503  -0.67
H -4.777 0.770 -2.926  0.30
H -6.145 1.458 -2.992  0.27
O -2.966 -4.845 -2.833  -0.54
H -2.711 -5.716 -2.513  0.25
H -3.801 -4.652 -2.397  0.28
O -1.721 2.989 -3.441  -0.57
H -1.011 3.484 -3.000  0.32
H -2.479 3.580 -3.479  0.26
O -4.602 2.141 2.328  -0.64
H -4.236 1.312 2.003  0.32
H -5.485 1.919 2.638  0.27
O -4.670 3.735 -0.053  -0.65
H -4.672 3.141 0.716  0.39
H -4.600 4.621 0.310  0.30

The following is a DFT calculation (ωB97M-V/def2-TZVPD) of the ion C8H9ClIN2 with charge +1 at a distorted geometry.

Computed properties:
Kohn-Sham gap (spin up / spin down)   7.134 / 7.132 eV
SMILES   C[N@@H+]1Cc2[nH]ccc2C(Cl)=C1I
Relative energy (zero: lowest compared OMol25 entry of this formula, charge and spin)   0.000 eV
Total charge   +1

Each line ends with the Mulliken charge.
Element x y z (Å)
C -1.074 1.077 -0.936  -0.71
N -1.498 0.878 0.453  -0.04
C -0.234 0.581 1.217  -0.53
C 0.428 -0.628 0.726  -0.71
N 1.694 -0.848 0.281  -0.02
C 1.828 -2.175 -0.140  -0.55
C 0.563 -2.682 -0.248  -0.90
C -0.361 -1.735 0.306  1.12
C -1.836 -1.710 0.308  0.50
Cl -2.791 -3.145 0.242  -0.08
C -2.422 -0.207 0.685  -0.56
I -4.399 0.329 0.046  0.18
H -0.493 0.142 -1.221  0.37
H -1.993 1.075 -1.573  0.25
H -0.507 2.041 -1.118  0.33
H -1.871 1.832 0.748  0.41
H -0.612 0.565 2.323  0.33
H 0.332 1.508 1.154  0.42
H 2.510 -0.296 0.462  0.23
H 2.760 -2.670 -0.223  0.45
H 0.285 -3.572 -0.701  0.49

The following is a DFT calculation (ωB97M-V/def2-TZVPD) of a structure of composition C20H56F6O16PS8 at a distorted geometry.

Computed properties:
Kohn-Sham gap   6.614 eV
Relative energy (zero: lowest compared OMol25 entry of this formula, charge and spin)   52.063 eV
Total charge   -1

Each line ends with the Mulliken charge.
Element x y z (Å)
P -17.723 -8.201 16.477  1.34
F -16.627 -8.030 15.243  0.21
F -16.816 -9.492 16.996  0.49
F -16.744 -7.656 17.597  -0.80
F -18.986 -8.583 17.417  0.00
F -18.561 -6.781 16.186  0.55
F -18.421 -9.060 15.260  -0.55
O -18.773 -8.376 10.962  -0.72
S -17.559 -8.436 11.770  1.29
O -16.258 -8.451 11.121  -0.59
O -17.603 -7.306 12.981  -0.49
C -16.379 -6.839 13.619  1.08
C -15.730 -5.735 12.923  -1.61
C -17.609 -9.749 13.002  0.03
H -15.647 -7.621 13.819  0.01
H -16.651 -6.528 14.628  -0.32
H -15.358 -6.068 11.954  0.47
H -14.845 -5.467 13.499  0.26
H -16.513 -4.980 12.859  0.37
H -16.933 -9.611 13.846  -2.55
H -17.335 -10.725 12.602  0.71
H -18.613 -9.751 13.426  0.16
O -15.032 -5.356 18.033  -0.59
S -14.891 -5.801 16.664  2.01
O -15.612 -5.290 15.531  -0.73
O -13.264 -5.555 16.411  -0.54
C -12.753 -6.062 15.187  0.31
C -11.398 -6.668 15.555  -1.42
C -14.883 -7.662 16.794  -0.50
H -12.552 -5.184 14.573  0.49
H -13.364 -6.744 14.595  -0.13
H -11.414 -7.145 16.535  0.26
H -10.566 -6.034 15.861  0.42
H -11.013 -7.254 14.722  0.35
H -15.860 -7.982 16.432  -0.25
H -14.758 -7.897 17.851  0.02
H -14.134 -8.127 16.153  0.79
O -13.958 -7.788 19.879  -0.41
S -14.266 -9.195 19.898  1.07
O -13.282 -10.208 20.324  -0.86
O -15.686 -9.501 20.744  -0.16
C -16.095 -10.875 20.748  -1.27
C -17.292 -11.097 19.950  -0.01
C -14.692 -9.782 18.183  -0.38
H -16.443 -10.985 21.775  0.46
H -15.279 -11.577 20.574  0.40
H -17.132 -10.987 18.877  -0.60
H -18.170 -10.494 20.181  0.52
H -17.626 -12.133 20.000  0.64
H -13.757 -9.623 17.646  0.85
H -15.516 -9.244 17.715  -0.07
H -14.979 -10.830 18.262  0.59
O -22.246 -5.682 18.998  -0.72
S -21.098 -5.223 18.282  0.99
O -19.789 -5.822 18.665  -0.52
O -21.424 -5.530 16.705  -0.55
C -20.250 -5.521 15.870  0.75
C -20.646 -5.233 14.429  -1.74
C -20.986 -3.388 18.234  -1.06
H -19.665 -6.437 15.783  -0.20
H -19.483 -4.761 16.014  0.16
H -21.247 -6.113 14.201  0.39
H -19.922 -4.962 13.661  0.27
H -21.301 -4.363 14.467  0.45
H -21.140 -2.913 19.204  0.38
H -21.777 -3.190 17.511  0.49
H -20.069 -3.104 17.718  0.27
C -16.773 -11.289 14.824  -0.09
S -15.061 -10.788 14.300  -0.17
O -15.268 -10.263 12.884  -0.46
C -14.687 -9.414 15.312  0.98
H -16.867 -11.975 15.666  0.30
H -17.060 -11.819 13.917  0.76
H -17.423 -10.415 14.773  -0.03
H -15.393 -8.624 15.058  -1.75
H -13.761 -8.998 14.914  0.45
H -14.679 -9.559 16.392  -0.01
C -19.384 -5.958 20.380  -0.72
S -18.576 -7.622 20.563  0.80
O -19.606 -8.424 21.279  -0.80
C -18.605 -7.922 18.741  -2.13
H -20.323 -6.085 19.841  0.00
H -18.645 -5.340 19.869  0.29
H -19.630 -5.584 21.374  0.47
H -19.622 -8.046 18.368  0.73
H -17.920 -8.713 18.437  -0.38
H -18.454 -6.961 18.249  0.88
C -15.838 -5.784 21.579  -1.39
S -16.815 -5.589 20.027  1.62
O -16.502 -4.158 19.671  -0.93
C -15.923 -6.724 18.917  -1.07
H -15.973 -4.869 22.156  0.46
H -14.771 -5.773 21.357  0.40
H -16.101 -6.707 22.095  0.22
H -15.897 -7.760 19.256  -0.70
H -14.885 -6.408 18.818  0.74
H -16.464 -6.788 17.973  0.01
C -18.867 -12.366 18.118  -0.42
S -20.050 -12.119 16.719  0.24
O -21.441 -11.785 17.265  -0.66
C -19.288 -10.544 16.112  0.18
H -19.443 -12.990 18.801  0.48
H -18.749 -11.425 18.654  -0.33
H -17.986 -12.881 17.735  0.40
H -18.335 -10.742 15.622  0.00
H -19.201 -9.742 16.846  0.43
H -20.054 -10.417 15.348  0.28

Q: Which E_tot values were calculated for the entries above? A: -5874.55586 -2590.06680 -1177.27827 -6123.76248, in Eh.